Record 1
# C28H35F21O14

A cluster of 7 separate species, C28H35F21O14 in total (ωB97M-V with the def2-TZVPD basis set, OMol25).

Structure (XYZ):
```
98
C28H35F21O14, DFT ωB97M-V with the def2-TZVPD basis set
C 3.46 -3.32 2.90
C 3.41 -3.87 4.29
O 3.81 -5.26 4.09
C 3.93 -6.11 5.13
O 3.74 -5.81 6.33
C 4.29 -7.52 4.74
F 4.97 -7.52 3.56
F 4.95 -8.17 5.69
F 3.08 -8.13 4.44
H 2.94 -3.93 2.16
H 4.46 -3.45 2.48
H 3.07 -2.31 2.81
H 2.35 -3.91 4.54
H 4.05 -3.38 5.02
C -0.94 0.82 -5.81
C -0.54 1.16 -7.21
O -1.61 1.93 -7.66
C -1.52 2.59 -8.88
O -0.44 2.72 -9.54
C -2.96 3.23 -9.27
F -2.82 4.55 -9.44
F -3.32 2.67 -10.35
F -3.86 3.04 -8.28
H -1.05 1.73 -5.22
H -0.11 0.29 -5.32
H -1.81 0.19 -5.63
H -0.47 0.30 -7.88
H 0.39 1.73 -7.23
C -3.65 -4.17 -0.93
C -2.38 -3.30 -1.28
O -1.73 -3.96 -2.48
C -2.21 -3.87 -3.69
O -3.15 -3.09 -4.07
C -1.52 -4.82 -4.66
F -1.52 -4.29 -5.86
F -0.30 -5.00 -4.34
F -2.13 -6.01 -4.69
H -4.45 -3.89 -1.61
H -4.08 -4.14 0.07
H -3.36 -5.16 -1.26
H -1.70 -3.28 -0.43
H -2.71 -2.27 -1.39
C 7.08 3.91 4.74
C 6.41 2.65 4.25
O 5.80 3.02 3.04
C 4.39 2.99 3.00
O 3.67 2.32 3.80
C 3.82 3.77 1.76
F 3.47 2.83 0.95
F 2.80 4.52 2.13
F 4.73 4.47 1.05
H 7.98 4.04 4.13
H 7.28 3.88 5.81
H 6.40 4.75 4.57
H 5.76 2.13 4.96
H 7.20 1.92 4.04
C 0.51 1.11 2.09
C 1.02 -0.26 1.47
O 1.05 -0.14 0.07
C -0.06 -0.36 -0.69
O -1.21 -0.67 -0.33
C 0.14 -0.17 -2.21
F -0.33 1.08 -2.52
F 1.46 -0.23 -2.56
F -0.56 -1.09 -2.97
H 1.22 1.91 1.91
H 0.40 1.03 3.17
H -0.46 1.38 1.68
H 0.57 -1.19 1.81
H 2.07 -0.42 1.73
C 0.92 1.07 6.19
C -0.38 1.86 6.60
O -0.15 3.21 7.06
C -1.30 4.10 7.26
O -2.48 3.80 7.10
C -0.90 5.50 7.88
F -0.87 6.43 6.99
F -1.84 5.84 8.83
F 0.38 5.40 8.33
H 0.73 0.04 5.88
H 1.61 0.92 7.01
H 1.49 1.55 5.39
H -0.89 1.38 7.43
H -1.24 1.83 5.94
C -5.82 1.11 -6.63
C -6.13 0.17 -5.38
O -5.07 0.26 -4.38
C -5.24 1.04 -3.31
O -6.19 1.77 -3.10
C -4.09 0.79 -2.32
F -3.83 1.91 -1.69
F -4.36 -0.15 -1.50
F -2.98 0.39 -3.00
H -6.64 1.15 -7.34
H -4.83 0.87 -7.02
H -5.76 2.11 -6.21
H -6.15 -0.87 -5.69
H -7.16 0.36 -5.06
```

HOMO level (alpha / beta) ... -12.324 / -12.324 eV
Energy relative to the best compared isomer or geometry (same formula, charge and spin) ... 40.7 kcal/mol
2S+1 ... 2
Total charge ... +1
M ... 994.5 g/mol

***

Record 2
# C28H35GdN5O5SSi2

A structure of composition C28H35GdN5O5SSi2 (ωB97M-V with the def2-TZVPD basis set, OMol25).

Structure (XYZ):
```
77
C28H35GdN5O5SSi2, DFT ωB97M-V with the def2-TZVPD basis set
Gd -0.22 0.54 -0.99
C -3.19 -5.57 3.76
C -2.67 -4.85 2.55
C -1.31 -4.76 2.30
C -0.82 -4.04 1.22
C -1.71 -3.43 0.35
C -3.08 -3.50 0.58
C -3.55 -4.21 1.67
S -1.12 -2.49 -1.03
O -1.13 -3.37 -2.17
O -2.01 -1.30 -1.07
N 0.27 -1.85 -0.64
C 1.52 -2.38 -0.84
C 1.84 -3.75 -1.13
C 3.15 -4.14 -1.18
C 4.20 -3.24 -0.93
C 3.92 -1.87 -0.65
C 4.93 -0.91 -0.35
C 4.56 0.44 -0.08
C 3.24 0.79 -0.15
N 2.24 -0.13 -0.45
C 2.58 -1.44 -0.65
H -2.55 -6.41 4.02
H -4.20 -5.95 3.59
H -3.23 -4.90 4.62
H -0.61 -5.23 2.98
H 0.24 -3.96 1.06
H -3.76 -2.99 -0.08
H -4.61 -4.26 1.85
H 1.06 -4.47 -1.32
H 3.36 -5.18 -1.40
H 5.23 -3.56 -0.94
H 5.96 -1.22 -0.34
H 5.30 1.19 0.16
H 2.92 1.82 0.00
C 2.86 2.62 -2.95
Si 1.13 3.32 -2.83
C 1.28 5.17 -3.22
C 0.24 2.66 -4.37
N 0.45 2.82 -1.31
C -0.29 3.55 -0.42
C -0.60 4.91 -0.63
C -1.24 5.68 0.30
C -1.64 5.11 1.53
C -1.40 3.78 1.75
C -0.77 2.95 0.82
N -0.55 1.61 1.07
Si -1.22 0.69 2.39
C -2.98 0.12 2.04
C -1.29 1.50 4.10
C -0.11 -0.80 2.66
H 3.27 2.79 -3.94
H 2.88 1.54 -2.78
H 3.53 3.06 -2.21
H 1.92 5.23 -4.10
H 1.73 5.77 -2.43
H 0.32 5.62 -3.47
H 0.57 3.28 -5.21
H -0.84 2.74 -4.29
H 0.49 1.63 -4.60
H -0.31 5.37 -1.56
H -1.43 6.72 0.09
H -2.13 5.71 2.28
H -1.73 3.35 2.68
H -3.65 0.99 2.08
H -3.32 -0.59 2.79
H -3.10 -0.34 1.06
H -2.17 2.12 4.26
H -0.41 2.11 4.31
H -1.32 0.69 4.83
H 0.23 -1.29 1.75
H -0.61 -1.56 3.27
H 0.78 -0.46 3.20
O -2.05 -0.43 -4.19
N -1.37 0.08 -3.36
O -1.77 1.05 -2.58
O -0.14 -0.30 -3.14
```

HOMO level (alpha / beta) ... -3.185 / -3.166 eV
Energy relative to the best compared isomer or geometry (same formula, charge and spin) ... 110.3 kcal/mol
2S+1 ... 8
Total charge ... -1
M ... 767.1 g/mol

***

Record 3
# C28H35N2W

A structure of composition C28H35N2W (ωB97M-V with the def2-TZVPD basis set, OMol25).

Structure (XYZ):
```
66
C28H35N2W, DFT ωB97M-V with the def2-TZVPD basis set
C 0.48 2.87 -0.79
C -0.54 2.20 -1.55
C 0.09 1.12 -2.27
C 1.49 1.13 -1.94
C 1.72 2.17 -0.98
W 0.29 0.77 -0.15
C 1.29 -2.07 0.35
C 1.01 -0.87 1.25
H 0.36 -1.06 2.11
C 1.89 0.26 1.26
H 2.89 0.16 0.82
H 1.81 0.99 2.08
C 0.92 -3.38 1.08
H -0.06 -3.33 1.58
H 0.90 -4.20 0.36
H 1.68 -3.60 1.84
C 2.78 -2.21 -0.02
H 3.10 -1.48 -0.79
H 3.42 -2.10 0.87
H 2.94 -3.22 -0.44
C -1.98 2.56 -1.61
H -2.33 2.98 -0.66
H -2.17 3.31 -2.39
H -2.60 1.69 -1.83
C -0.55 0.27 -3.32
H -1.51 -0.13 -2.97
H -0.74 0.83 -4.25
H 0.08 -0.58 -3.57
C 2.57 0.42 -2.69
H 2.23 -0.55 -3.07
H 2.90 1.02 -3.55
H 3.46 0.25 -2.06
C 3.06 2.59 -0.45
H 3.74 1.73 -0.40
H 3.52 3.34 -1.11
H 2.97 3.01 0.56
C 0.37 4.19 -0.10
H 1.07 4.27 0.74
H 0.61 5.01 -0.80
H -0.65 4.38 0.28
C 0.46 -1.91 -0.89
C -0.88 -1.85 -0.57
C 0.82 -2.54 -2.12
C -1.81 -2.71 -1.14
H -1.13 -0.96 0.08
C -0.11 -3.37 -2.74
H 1.84 -2.47 -2.51
C -1.39 -3.54 -2.19
H -2.83 -2.79 -0.73
H 0.16 -3.92 -3.65
H -2.04 -4.34 -2.56
N -1.95 2.31 3.10
C -1.04 2.26 2.11
N -1.03 1.05 1.55
C -1.96 0.24 2.27
C -2.12 -1.15 2.38
C -2.92 -1.65 3.43
C -3.54 -0.79 4.34
C -3.35 0.59 4.27
C -2.56 1.06 3.23
H -2.14 3.12 3.67
H -0.37 3.09 1.91
H -1.63 -1.85 1.70
H -3.04 -2.73 3.53
H -4.17 -1.22 5.13
H -3.78 1.31 4.97
```

HOMO level (alpha / beta) ... -10.030 / -10.244 eV
Energy relative to the best compared isomer or geometry (same formula, charge and spin) ... 12.7 kcal/mol
2S+1 ... 3
Total charge ... +1
M ... 583.4 g/mol

***

Record 4
# C28H35N3O5

The molecule C28H35N3O5 (ωB97M-V with the def2-TZVPD basis set, OMol25).

Structure (XYZ):
```
71
C28H35N3O5, DFT ωB97M-V with the def2-TZVPD basis set
C -0.73 1.39 -4.67
C -1.62 1.99 -3.59
C -2.33 0.94 -2.72
H -3.30 1.33 -2.40
H -2.52 0.04 -3.30
C -1.61 0.49 -1.43
N -2.36 -0.61 -0.86
H -3.25 -0.32 -0.46
C -1.54 -1.35 0.08
C -1.86 -2.82 0.06
C -1.69 -3.60 1.19
C -1.94 -4.95 1.17
C -2.39 -5.59 0.01
C -2.56 -4.79 -1.13
C -2.30 -3.44 -1.10
H -2.44 -2.84 -1.99
H -2.90 -5.23 -2.06
N -2.69 -6.94 0.00
C -2.98 -7.59 -1.25
H -2.14 -7.53 -1.96
H -3.86 -7.14 -1.72
H -3.20 -8.64 -1.07
C -2.29 -7.76 1.11
H -1.21 -7.73 1.29
H -2.80 -7.44 2.02
H -2.58 -8.79 0.92
H -1.78 -5.52 2.08
H -1.33 -3.14 2.11
H -1.64 -0.98 1.12
C -0.10 -1.07 -0.41
C 0.72 -0.26 0.58
O 0.81 -0.44 1.77
N 1.36 0.73 -0.13
C 0.96 0.81 -1.46
O 1.49 1.47 -2.30
C -0.21 -0.14 -1.62
H -0.17 -0.66 -2.58
C 2.31 1.62 0.45
C 2.26 2.97 0.15
C 3.17 3.85 0.71
C 4.15 3.37 1.58
C 4.19 2.01 1.87
C 3.28 1.14 1.31
H 3.32 0.09 1.55
H 4.95 1.65 2.55
O 5.12 4.12 2.17
C 5.12 5.53 2.01
C 4.07 6.22 2.87
H 3.07 5.91 2.59
H 4.16 7.30 2.75
H 4.23 5.97 3.92
H 6.12 5.83 2.33
H 5.00 5.80 0.95
H 3.11 4.89 0.45
H 1.49 3.35 -0.52
H 0.43 -2.00 -0.62
C -1.49 1.70 -0.48
O -0.80 2.66 -0.69
O -2.25 1.55 0.60
C -2.19 2.59 1.58
C -0.93 2.50 2.42
H -0.06 2.74 1.82
H -0.81 1.49 2.82
H -1.00 3.20 3.25
H -3.09 2.44 2.19
H -2.25 3.56 1.07
H -2.40 2.59 -4.08
H -1.03 2.65 -2.96
H -1.26 0.63 -5.23
H 0.17 0.95 -4.24
H -0.42 2.17 -5.36
```

HOMO level ... -7.491 eV
Energy relative to the best compared isomer or geometry (same formula, charge and spin) ... 25.9 kcal/mol
Total charge ... 0
M ... 493.6 g/mol

***

Record 5
# C28H35N4

The ion C28H35N4 with charge +1 (ωB97M-V with the def2-TZVPD basis set, OMol25).

Structure (XYZ):
```
67
C28H35N4, DFT ωB97M-V with the def2-TZVPD basis set
C 2.36 -1.38 2.44
C 3.12 -0.66 1.32
C 4.53 -0.31 1.81
C 3.24 -1.53 0.07
C 2.38 0.63 0.99
N 2.91 1.84 1.32
C 2.01 2.87 1.09
C 0.85 2.28 0.54
C -0.25 3.09 0.23
C -0.17 4.47 0.49
C 0.97 5.02 1.09
C 2.09 4.23 1.38
C 1.11 0.86 0.44
C 0.07 -0.09 -0.01
C -1.21 0.02 0.87
C -1.43 0.92 1.91
C -2.74 1.23 2.28
C -3.82 0.52 1.76
C -5.22 0.90 2.13
C -3.56 -0.58 0.94
C -2.27 -0.81 0.49
H 1.33 -1.64 2.15
H 2.89 -2.30 2.71
H 2.30 -0.74 3.33
H 5.09 0.25 1.05
H 4.51 0.27 2.74
H 5.08 -1.23 2.01
H 3.70 -0.95 -0.75
H 3.90 -2.38 0.28
H 2.28 -1.92 -0.27
H 3.84 2.00 1.71
H -1.14 2.65 -0.21
H -1.01 5.10 0.23
H 0.99 6.09 1.30
H 3.00 4.64 1.82
H 0.47 -1.11 0.08
H -0.60 1.42 2.42
H -2.94 2.07 2.95
H -5.95 0.37 1.52
H -5.44 0.67 3.18
H -5.37 1.98 2.00
H -4.38 -1.24 0.63
H -2.07 -1.66 -0.17
C -3.51 -4.10 -1.17
C -2.17 -3.96 -0.85
N -1.63 -3.11 -1.80
C -0.25 -2.61 -1.84
C -0.19 -1.18 -2.42
C 1.10 -0.94 -3.19
C 1.31 0.57 -3.24
C 0.24 1.19 -2.34
N -0.33 0.05 -1.46
C -2.63 -2.84 -2.73
N -3.76 -3.40 -2.33
H -4.25 -4.66 -0.63
H -1.61 -4.39 -0.03
H 0.22 -2.69 -0.85
H 0.34 -3.26 -2.52
H -1.03 -1.01 -3.11
H 1.96 -1.45 -2.71
H 0.98 -1.38 -4.19
H 2.32 0.86 -2.91
H 1.20 0.95 -4.27
H 0.61 2.03 -1.75
H -0.61 1.54 -2.94
H -1.34 0.24 -1.44
H -2.42 -2.26 -3.62
```

HOMO level ... -10.747 eV
Energy relative to the best compared isomer or geometry (same formula, charge and spin) ... 0.0 kcal/mol
Total charge ... +1
M ... 427.6 g/mol

***

Record 6
# C28H35N5P2Zr

A structure of composition C28H35N5P2Zr (ωB97M-V with the def2-TZVPD basis set, OMol25).

Structure (XYZ):
```
71
C28H35N5P2Zr, DFT ωB97M-V with the def2-TZVPD basis set
Zr -0.18 0.71 -0.65
C -2.05 1.75 -7.58
C -2.17 0.45 -7.28
C -1.35 -0.64 -7.92
C 0.13 -0.29 -8.13
C 0.74 0.52 -7.00
C 0.80 1.86 -7.04
C 0.26 2.66 -8.21
C -1.17 2.30 -8.67
C 1.46 0.85 0.92
H -2.72 2.50 -7.16
H -3.06 0.07 -6.77
H -1.79 -0.92 -8.89
H -1.41 -1.55 -7.29
H 0.68 -1.24 -8.24
H 0.22 0.22 -9.10
H 1.26 -0.09 -6.25
H 1.43 2.45 -6.37
H 0.93 2.58 -9.09
H 0.27 3.73 -7.96
H -1.63 3.23 -9.06
H -1.11 1.64 -9.55
H 1.00 1.45 1.72
H 2.40 1.35 0.65
H 1.78 -0.07 1.42
P 1.61 -0.27 -1.99
P -1.57 -1.04 -1.91
N 2.75 0.93 -2.64
N 2.79 -1.48 -1.43
N -2.35 0.31 -2.73
N -3.03 -1.93 -1.71
C 0.85 -1.08 -3.46
C -0.50 -1.83 -3.16
C 2.89 2.23 -2.14
C 3.93 2.83 -2.83
C 4.46 1.87 -3.75
C 3.72 0.70 -3.60
C 3.82 -1.26 -0.49
C 4.47 -2.45 -0.27
C 3.86 -3.45 -1.10
C 2.84 -2.82 -1.80
C -2.28 1.64 -2.20
C -2.70 2.48 -3.24
C -2.90 1.70 -4.40
C -2.66 0.38 -4.08
C -4.16 -2.04 -2.53
C -5.07 -2.89 -1.91
C -4.49 -3.31 -0.66
C -3.25 -2.70 -0.55
H 1.62 -1.74 -3.89
H 0.65 -0.27 -4.18
H -1.10 -1.92 -4.09
H -0.31 -2.84 -2.74
H 2.24 2.58 -1.36
H 4.26 3.84 -2.70
H 5.27 2.02 -4.44
H 3.81 -0.26 -4.08
H 3.98 -0.27 -0.07
H 5.28 -2.61 0.43
H 4.11 -4.50 -1.15
H 2.13 -3.21 -2.53
H -2.34 1.82 -1.11
H -2.84 3.54 -3.17
H -3.22 2.06 -5.37
H -2.71 -0.52 -4.68
H -4.23 -1.49 -3.46
H -6.03 -3.19 -2.30
H -4.91 -3.99 0.06
H -2.51 -2.71 0.23
N -0.20 -2.25 1.11
C -0.26 -1.26 0.48
```

HOMO level ... -13.556 eV
Energy relative to the best compared isomer or geometry (same formula, charge and spin) ... 0.0 kcal/mol
Total charge ... +2
M ... 594.8 g/mol

***

| no. | total energy (eV) | strongest force on any atom (eV Å⁻¹) |
| --- | --- | --- |
| 1 | -115322.7114 | 6.37 |
| 2 | -94717.4983 | 2.60 |
| 3 | -34401.9704 | 5.91 |
| 4 | -44313.3199 | 0.67 |
| 5 | -35558.7028 | 2.22 |
| 6 | -56890.5476 | 6.75 |